Record 1
2 unconnected molecules or ions with the total composition C6H13ClN. Source: OMol25; level of theory: the ωB97M-V functional and the def2-TZVPD basis.

```
21
Properties=species:S:1:pos:R:3:forces:R:3:lowdin_spin:R:1
C -3.056700 -3.455108 -0.045829 -0.8 -1.3 -0.2 0.113
C -2.866655 -2.277037 0.404692 0.4 0.7 0.3 0.666
C 0.008056 1.257467 0.937932 -0.9 0.1 0.8 0.015
C 2.291499 0.595326 0.518979 0.9 -0.2 0.4 0.034
C 1.141048 1.983874 -1.063347 0.1 0.7 -0.8 0.008
C 0.612695 -0.334961 -0.875348 -2.2 -0.6 0.3 0.706
N 0.976277 0.872482 -0.106308 0.6 -0.4 0.0 0.072
Cl -0.465054 -1.500348 -0.101053 1.7 1.2 -0.6 0.223
H -3.977376 -3.999957 0.167742 -0.1 0.0 0.0 0.039
H -2.359389 -4.014432 -0.654362 0.3 0.1 -0.1 0.025
H -3.215049 -1.458237 0.983868 -0.5 0.2 0.3 0.047
H -0.047686 0.473283 1.694874 0.1 0.1 -0.2 0.000
H 0.325047 2.188932 1.408332 0.2 -0.1 -0.2 0.003
H -0.980095 1.399248 0.498117 0.2 0.0 -0.1 0.000
H 2.648055 1.474306 1.056386 -0.2 0.0 0.0 0.004
H 2.208944 -0.247733 1.203187 -0.2 0.1 0.0 0.001
H 3.003530 0.334151 -0.260869 0.0 0.1 0.0 0.006
H 1.807338 1.674884 -1.867993 0.0 -0.1 0.1 0.001
H 0.178460 2.261321 -1.494171 0.0 -0.1 0.1 0.000
H 1.570113 2.849874 -0.560918 0.0 -0.1 0.1 0.001
H 0.196941 -0.077335 -1.843910 0.5 -0.2 -0.2 0.035
```
Positions in Å, forces in eV/Å.

* HOMO energy (alpha / beta): -11.01 / -13.27 eV
* charge: +1
* E_tot: -20432.8799 eV
* spin multiplicity: 3
* expectation value of S²: 2.015
* Kohn-Sham gap (alpha / beta): 8.3 / 7.8 eV

=====

Record 2
A molecular structure, C17H14CuN3Se. Source: OMol25; level of theory: the ωB97M-V functional and the def2-TZVPD basis.

```
36
Properties=species:S:1:pos:R:3:forces:R:3:nbo_charge:R:1
Cu -2.277310 0.619954 -0.520204 -0.2 0.0 0.3 0.600
C -2.629382 -0.535588 3.477216 0.0 0.0 0.0 -0.244
C -2.781791 -0.324075 2.122734 0.0 0.0 0.0 0.047
N -1.829162 0.260148 1.380318 0.0 0.0 -0.2 -0.532
C -0.694748 0.629093 1.972797 0.0 0.0 -0.1 0.095
C -0.447314 0.446824 3.327090 0.0 0.0 0.0 -0.094
C -1.452981 -0.131273 4.087895 0.0 0.0 0.0 -0.132
C 0.810581 0.906299 3.949820 0.0 0.0 0.0 -0.156
C 2.067307 0.694409 3.558031 0.0 0.0 -0.1 -0.198
C 2.551919 -0.132018 2.432650 -0.1 0.1 0.1 0.184
C 3.851672 0.025863 1.968537 0.0 0.0 0.0 -0.288
C 4.253017 -0.791694 0.926875 0.0 0.0 0.0 0.083
N 3.451081 -1.702033 0.383546 0.0 0.0 0.0 -0.435
C 2.231258 -1.775933 0.905388 -0.1 0.0 0.0 0.263
N 1.735153 -1.045401 1.896545 0.1 0.0 -0.1 -0.459
H -3.420865 -1.006181 4.042413 0.0 0.0 0.0 0.233
H -3.682568 -0.611603 1.597666 0.0 0.0 0.0 0.219
H 0.050337 1.085931 1.335741 0.0 0.0 0.0 0.213
H -1.309105 -0.277849 5.151510 0.0 0.0 0.0 0.224
H 0.676419 1.507247 4.844267 0.0 0.0 0.0 0.219
H 2.848888 1.169583 4.140223 0.0 0.0 0.0 0.216
H 4.522451 0.755375 2.400666 0.0 0.0 0.0 0.226
H 5.253950 -0.714450 0.516759 0.0 0.0 0.0 0.201
H 1.564144 -2.514195 0.473854 0.0 0.0 0.0 0.186
Se -3.447374 1.069122 -2.396854 0.0 0.0 0.0 -0.420
C -2.151252 0.597430 -3.733891 0.2 0.0 -0.2 -0.154
C -1.109975 1.464404 -4.063130 0.0 0.1 0.1 -0.250
C -0.195937 1.139288 -5.054236 0.0 0.0 0.0 -0.210
C -0.308355 -0.058905 -5.746880 0.0 0.0 0.0 -0.232
C -1.346400 -0.924216 -5.432993 0.0 0.0 0.0 -0.208
C -2.256862 -0.599977 -4.437054 -0.1 0.0 0.1 -0.248
H -1.023496 2.404422 -3.532598 0.0 0.0 0.0 0.214
H 0.605236 1.830016 -5.287517 0.0 0.0 0.0 0.207
H 0.401981 -0.313480 -6.522855 0.0 0.0 0.0 0.208
H -1.450233 -1.861229 -5.966594 0.0 0.0 0.0 0.208
H -3.060289 -1.285304 -4.197740 0.0 0.0 0.0 0.216
```
Positions in Å, forces in eV/Å.

* HOMO energy: -7.18 eV
* E_tot: -132312.4157 eV
* Kohn-Sham gap: 6.5 eV

=====

Record 3
A molecular structure, C42H56BMnN10S5Se. Source: OMol25; level of theory: the ωB97M-V functional and the def2-TZVPD basis.

```
116
Properties=species:S:1:pos:R:3:forces:R:3:lowdin_spin:R:1
Mn 1.552175 1.394113 2.132844 -0.5 -0.1 1.6 0.986
C -0.902793 3.787579 -1.586340 -0.1 0.0 0.0 0.000
C -0.765195 2.304356 -1.677707 -0.3 0.1 -1.7 0.000
C -0.731358 1.643799 -2.888940 0.0 0.6 1.4 -0.001
C -0.386253 0.271467 -2.904089 0.0 -0.5 0.1 0.000
N -0.317279 -0.431979 -1.817494 -0.2 -0.5 0.3 -0.001
N -0.573419 0.156819 -0.619542 0.5 2.4 -1.9 -0.001
B -0.826862 -0.712351 0.470557 0.2 -1.1 1.2 0.000
N -1.791572 -0.319022 1.566189 0.0 0.0 0.9 0.000
N -3.014077 -0.299313 1.026074 -0.4 0.0 -0.7 0.000
C -4.069841 -0.204373 1.777599 0.1 0.0 0.0 0.000
C -3.944847 -0.189293 3.190998 0.6 0.0 0.1 0.000
C -2.704337 -0.178662 3.758193 -0.6 -0.1 -0.2 0.000
C -2.499863 -0.147477 5.228682 0.0 0.0 0.1 0.000
C -1.562214 -0.185894 2.895702 0.8 0.1 -0.2 0.001
S -0.013041 -0.003964 3.548827 0.2 0.2 0.4 0.002
C -5.424488 -0.114881 1.108683 -0.2 0.0 -0.2 0.000
C -6.262468 -1.340001 1.499518 0.1 0.1 0.0 0.000
C -6.136809 1.158818 1.586631 0.1 -0.1 0.0 0.000
C -5.281551 -0.066085 -0.412473 0.0 0.0 0.2 0.000
N -0.760225 -2.199117 0.214688 0.5 -0.7 0.1 0.000
N -1.783188 -2.796923 -0.367635 -0.7 0.0 -0.5 0.000
C -1.708658 -4.070106 -0.642396 0.1 0.1 0.1 0.000
C -0.582861 -4.837949 -0.245242 0.4 0.4 0.3 0.000
C 0.464366 -4.232347 0.389319 -0.5 -0.3 -0.3 0.000
C 1.655515 -4.959047 0.903743 0.0 0.0 -0.1 0.000
C 0.375855 -2.821912 0.567240 0.3 0.2 0.2 0.000
S 1.579629 -1.842616 1.193771 -0.5 0.5 -0.2 0.002
C -2.903062 -4.640986 -1.380359 -0.2 0.0 -0.1 0.000
C -3.038056 -3.884189 -2.709625 0.0 -0.1 0.1 0.000
C -2.750574 -6.136925 -1.647172 0.0 0.2 0.1 0.000
C -4.140320 -4.386755 -0.510904 0.1 0.0 -0.1 0.000
C -0.605579 1.540975 -0.518421 0.1 -1.1 2.0 -0.003
S -0.404607 2.230230 1.036626 -0.2 -0.1 -1.1 0.005
C -0.060717 -0.431644 -4.204548 0.1 -0.2 -0.2 0.000
C 1.164826 0.260243 -4.817412 -0.1 0.0 0.1 0.000
C -1.267964 -0.331262 -5.145742 0.1 0.0 0.2 0.000
C 0.262135 -1.902543 -3.948075 0.0 0.2 0.0 0.000
H -0.845974 4.239998 -2.572239 0.0 0.0 -0.1 0.000
H -0.110061 4.193695 -0.959395 0.0 0.0 0.0 0.000
H -1.853296 4.059026 -1.127855 0.0 0.0 0.1 0.000
H -0.888220 2.189864 -3.804757 0.1 0.0 -0.1 0.000
H -4.821144 -0.185333 3.820805 -0.1 0.0 0.0 0.000
H -3.449926 -0.138136 5.753056 -0.1 0.0 0.0 0.000
H -1.921811 0.732682 5.502676 0.0 0.0 0.1 0.000
H -1.921119 -1.013379 5.544333 0.1 0.0 0.1 0.000
H -6.444112 -1.373695 2.571508 0.0 0.0 0.1 0.000
H -5.763146 -2.260621 1.204279 0.0 -0.1 0.0 0.000
H -7.226613 -1.297842 0.996967 -0.1 0.0 0.0 0.000
H -6.332421 1.134054 2.656499 0.0 0.0 0.1 0.000
H -7.090921 1.250520 1.071459 -0.1 0.0 0.0 0.000
H -5.540404 2.042279 1.365564 0.0 0.1 0.0 0.000
H -4.771424 -0.951184 -0.782840 0.1 -0.1 -0.1 0.000
H -4.708132 0.805792 -0.717719 0.1 0.1 -0.1 0.000
H -6.267997 -0.011314 -0.868560 -0.1 0.0 0.0 0.000
H -0.549509 -5.900464 -0.424173 -0.1 -0.1 0.0 0.000
H 1.591923 -6.019057 0.672529 0.0 0.0 0.0 0.000
H 1.723606 -4.827149 1.984867 0.0 0.0 0.0 0.000
H 2.561855 -4.535459 0.471697 0.1 0.0 0.0 0.000
H -2.209906 -4.128479 -3.373275 0.1 0.0 -0.1 0.000
H -3.038158 -2.812441 -2.525682 0.0 0.1 0.0 0.000
H -3.966211 -4.152397 -3.208622 -0.1 -0.1 -0.1 0.000
H -1.872558 -6.343852 -2.256915 0.1 -0.1 -0.1 0.000
H -3.622690 -6.502713 -2.183545 -0.1 0.0 0.0 0.000
H -2.671839 -6.698494 -0.717726 0.0 -0.1 0.1 0.000
H -4.227673 -3.323189 -0.305627 -0.1 0.1 0.0 0.000
H -4.056778 -4.918395 0.435769 0.0 0.0 0.1 0.000
H -5.039204 -4.723422 -1.020144 -0.1 -0.1 -0.1 0.000
H 0.947689 1.297473 -5.066026 0.0 0.1 -0.1 0.000
H 1.467709 -0.252753 -5.727803 0.0 0.0 -0.1 0.000
H 1.995708 0.238651 -4.113377 0.1 0.0 0.0 0.000
H -1.508377 0.704052 -5.377764 -0.1 0.1 -0.1 0.000
H -2.141166 -0.792720 -4.686703 -0.1 0.0 0.0 0.000
H -1.058130 -0.847087 -6.080942 0.0 0.0 0.0 0.000
H 1.118190 -1.996601 -3.285867 0.1 -0.1 0.1 0.000
H 0.488180 -2.406230 -4.884789 0.0 0.0 -0.1 0.000
H -0.582058 -2.398508 -3.479078 -0.1 -0.1 0.1 0.000
N 4.333811 -0.841755 2.680978 -0.2 -0.4 -0.1 0.002
C 4.103041 0.122955 3.573446 0.2 0.3 0.4 0.000
N 3.200388 1.070362 3.462140 -0.6 0.0 -0.3 -0.006
C 3.297427 1.982491 4.500959 0.6 -0.4 0.4 -0.001
C 4.249622 1.697969 5.424696 -0.2 0.0 -0.3 0.000
S 5.101497 0.258839 4.999216 -0.3 0.2 -0.3 0.000
C 2.375831 3.101543 4.535457 -0.1 0.6 0.5 0.000
C 2.400117 4.126702 5.424269 0.0 -0.2 -0.3 0.000
S 1.049967 5.167632 5.190400 -0.1 -0.4 -0.3 -0.001
C 0.511357 4.118827 3.895566 0.4 0.2 0.5 0.001
N 1.317402 3.119092 3.642447 0.1 -0.5 -0.7 -0.006
N -0.668628 4.350670 3.307228 -0.4 0.1 -0.2 0.001
H 3.709523 -0.952738 1.894887 0.2 0.1 0.0 0.000
H 4.955786 -1.596758 2.908543 -0.1 0.0 0.0 0.000
H 4.486585 2.230138 6.324628 0.0 0.1 0.1 0.000
H 3.112489 4.335221 6.196435 0.2 0.0 0.1 0.000
H -1.174268 5.190445 3.524239 0.0 0.0 -0.1 0.000
H -0.911343 3.845394 2.467825 0.0 0.2 0.0 0.000
C 7.377198 3.463383 -3.414265 -0.1 0.0 0.0 0.000
C 6.270772 3.064688 -2.487664 -0.1 0.0 0.1 -0.002
C 6.532774 2.465431 -1.263934 0.0 0.0 -0.1 0.000
C 5.516601 2.044479 -0.420235 -0.2 0.1 -0.1 -0.001
C 5.854981 1.382706 0.879305 0.0 0.0 -0.1 0.002
C 4.184969 2.219793 -0.819143 0.0 -0.2 0.4 -0.003
Se 2.758257 1.317437 0.165745 0.5 0.4 -1.4 0.018
C 3.895319 2.883111 -2.017650 0.1 -0.2 0.2 -0.001
C 2.500292 3.191845 -2.464558 -0.1 -0.1 0.1 0.003
C 4.946271 3.283380 -2.830987 0.1 0.0 0.1 0.000
H 8.346972 3.304730 -2.950389 0.1 0.0 0.0 0.000
H 7.284652 4.513001 -3.688962 0.1 0.1 0.0 0.000
H 7.329379 2.875919 -4.331072 0.1 0.0 -0.1 0.000
H 7.559023 2.294553 -0.970025 0.1 0.0 0.1 0.000
H 6.917835 1.465538 1.095851 0.1 0.0 0.0 0.000
H 5.585205 0.328080 0.826761 0.0 0.0 0.1 0.001
H 5.286487 1.837394 1.692405 0.0 -0.1 0.0 0.000
H 1.782285 2.703919 -1.810953 0.0 0.1 -0.1 0.002
H 2.345613 2.843493 -3.484214 -0.1 0.0 -0.1 0.000
H 2.327151 4.268592 -2.439831 0.0 0.1 0.0 0.000
H 4.713008 3.763585 -3.771870 0.0 0.1 -0.1 0.000
```
Positions in Å, forces in eV/Å.

* HOMO energy (alpha / beta): -9.07 / -8.98 eV
* charge: +1
* E_tot: -210880.4671 eV
* spin multiplicity: 2
* expectation value of S²: 0.915
* Kohn-Sham gap (alpha / beta): 5.3 / 5.2 eV

=====

> Number 3 is which compound?

C42H56BMnN10S5Se